The following is a DFT calculation (wB97M-V/def2-TZVPD) of the molecule C4H7N3O in a non-equilibrium geometry.

Structure (XYZ):
```
15
Properties=species:S:1:pos:R:3:forces:R:3:lowdin_charge:R:1
C -1.595 -0.081 0.142 4.4 0.4 0.9 -0.414
C 1.444 -0.368 -0.211 -1.0 -2.7 -1.5 -0.127
C 0.496 0.660 -0.484 0.1 4.0 -1.6 -0.292
C -0.355 0.835 0.632 -4.8 -0.2 -0.6 -0.249
H -1.239 -1.919 -0.863 0.6 1.0 1.6 0.164
H 0.454 -1.544 1.380 0.6 0.4 -2.6 0.144
H 1.950 -0.787 -1.099 0.1 0.4 0.6 0.124
H 2.053 -0.117 0.572 2.0 0.5 1.8 0.099
H 0.023 0.695 -1.456 -0.2 -0.6 0.0 0.153
H -0.277 2.661 -0.448 -0.7 0.0 -0.6 0.085
H -0.077 0.519 1.591 0.8 -0.1 1.2 0.123
N -0.899 -1.307 -0.066 -0.6 -0.9 -0.9 -0.006
N 0.502 -1.465 0.300 -1.1 -1.1 1.7 -0.056
N 0.223 2.040 0.150 1.9 -0.8 0.8 0.132
O -2.703 0.179 -0.139 -2.0 0.1 -0.6 0.118
```
Forces are in eV/Å.

Properties
* LUMO: 0.90 eV

The following is a DFT calculation (wB97M-V/def2-TZVPD) of a 2-piece molecular cluster, C23H38IN4O4P2 overall in a non-equilibrium geometry.

Structure (XYZ):
```
72
Properties=species:S:1:pos:R:3:forces:R:3:lowdin_charge:R:1
C 0.049 -2.787 1.843 -0.2 -0.2 -1.2 -0.051
C 0.159 -2.225 0.410 0.1 -0.2 1.2 -0.239
C 0.925 -1.077 0.261 0.4 0.6 -0.3 -0.048
C 1.113 -0.466 -0.980 -0.4 -0.7 0.5 -0.053
C 0.461 -1.045 -2.063 0.6 0.9 -0.4 -0.079
C -0.305 -2.189 -1.925 -0.3 -0.2 -0.6 -0.038
C -0.466 -2.826 -0.696 -0.2 0.5 0.0 -0.169
C -1.275 -4.107 -0.556 2.0 -0.4 0.2 -0.079
O -2.539 -3.908 0.140 -0.8 0.9 -0.7 0.015
C -3.497 -3.459 -0.674 -0.5 -0.2 -0.9 -0.416
O -3.517 -3.547 -1.881 0.2 0.2 0.9 0.149
C -4.729 -2.805 -0.021 0.0 -0.2 0.7 -0.012
C -5.949 -2.956 -0.683 0.3 -0.3 -0.3 0.090
C -7.106 -2.382 -0.203 -0.6 0.0 -0.5 -0.161
C -8.454 -2.526 -0.881 -0.4 0.5 0.3 -0.174
C -9.174 -1.161 -1.126 -0.4 -0.1 -0.6 -0.764
C -8.956 -0.661 -2.571 0.8 -0.2 0.4 -0.171
I -11.326 -1.379 -0.862 0.4 -0.1 0.2 0.854
N -7.039 -1.653 0.928 -0.1 -0.4 -0.4 0.158
C -5.897 -1.504 1.608 0.2 0.6 0.8 -0.028
C -4.716 -2.062 1.186 0.5 0.3 -0.8 -0.193
P -3.203 -1.817 2.212 0.1 -1.3 0.8 0.765
O -2.996 -3.016 3.047 0.0 0.1 0.0 -0.389
H 0.950 -3.366 2.087 -0.3 0.1 0.0 0.097
H -0.049 -1.972 2.572 0.0 -0.3 -0.2 0.083
H -0.833 -3.439 1.865 0.4 0.1 0.6 0.042
H 1.406 -0.622 1.130 -0.2 -0.3 -0.1 0.113
H 1.747 0.417 -1.060 -0.2 -0.2 -0.1 0.107
H 0.589 -0.548 -3.028 -0.2 -0.4 0.1 0.111
H -0.780 -2.570 -2.831 0.0 -0.1 0.4 0.120
H -1.376 -4.633 -1.510 -0.5 0.3 0.2 0.136
H -0.675 -4.764 0.090 -0.6 0.0 0.0 0.141
H -6.030 -3.535 -1.603 0.3 0.2 0.3 0.152
H -8.349 -3.020 -1.854 0.1 -0.1 0.4 0.125
H -9.106 -3.139 -0.237 0.4 0.0 -0.2 0.102
H -8.873 -0.409 -0.384 -0.2 -0.1 -0.3 0.059
H -9.684 0.088 -2.891 0.3 -0.1 0.2 0.063
H -7.932 -0.247 -2.631 -0.4 0.0 -0.1 0.088
H -8.986 -1.517 -3.260 -0.2 0.3 0.1 0.082
H -7.895 -1.212 1.254 0.2 -0.1 0.1 0.183
H -5.949 -0.895 2.513 -0.1 -0.2 -0.3 0.149
H -2.144 -1.533 1.322 -0.4 0.4 -0.1 0.036
H -3.470 -0.692 3.030 -0.1 0.3 -0.7 0.036
O 3.412 2.935 0.289 -0.4 2.8 2.6 -0.316
P 4.873 3.240 0.543 2.4 -5.0 -5.2 0.729
N 5.265 3.753 -1.066 -0.3 0.7 0.0 -0.305
C 6.573 3.711 -1.697 0.4 0.2 0.3 -0.134
C 4.570 4.967 -1.502 -0.4 -0.2 0.1 -0.145
N 5.336 1.578 0.777 0.0 -0.6 0.3 -0.341
C 6.165 0.857 -0.173 0.5 0.3 0.0 -0.140
C 4.281 0.688 1.243 -0.3 0.2 0.1 -0.156
N 6.440 3.759 1.167 -1.9 1.3 2.4 -0.270
C 6.998 3.032 2.328 0.2 -0.4 0.1 -0.125
C 6.348 5.179 1.608 0.2 0.4 -0.6 -0.130
H 7.275 4.442 -1.275 0.0 0.0 0.0 0.080
H 6.475 3.938 -2.761 -0.2 0.1 0.1 0.083
H 7.032 2.729 -1.658 0.0 0.0 0.2 0.049
H 5.078 5.874 -1.147 0.0 0.1 -0.2 0.066
H 3.545 4.985 -1.133 0.0 -0.1 0.1 0.069
H 4.520 5.009 -2.591 0.1 0.0 0.0 0.080
H 5.708 0.810 -1.170 0.1 0.0 0.0 0.088
H 6.340 -0.166 0.169 -0.2 0.0 0.1 0.081
H 7.161 1.297 -0.243 -0.1 0.1 -0.1 0.066
H 3.613 0.378 0.431 0.0 0.0 0.0 0.056
H 3.681 1.172 2.013 -0.1 0.0 -0.1 0.072
H 4.702 -0.211 1.701 0.2 0.0 -0.1 0.083
H 6.275 2.939 3.141 0.1 0.0 0.1 0.088
H 7.875 3.561 2.708 -0.2 0.3 -0.1 0.084
H 7.351 2.042 2.059 -0.3 0.0 -0.1 0.069
H 5.664 5.293 2.452 0.1 0.1 0.1 0.083
H 5.992 5.821 0.800 -0.1 -0.1 -0.1 0.063
H 7.328 5.556 1.899 0.0 -0.1 0.0 0.084
```
Forces are in eV/Å.

Properties
* total charge: +1
* LUMO: -4.94 eV

The following is a DFT calculation (wB97M-V/def2-TZVPD) of C24H57MgN10OSi as an isolated structure in a non-equilibrium geometry.

Structure (XYZ):
```
94
Properties=species:S:1:pos:R:3:forces:R:3:lowdin_charge:R:1
Mg 1.936 -10.089 15.466 0.6 0.3 0.1 0.705
C 2.534 -13.010 14.353 0.2 -1.2 0.0 -0.065
N 2.344 -12.735 12.951 0.0 1.3 -1.3 -0.136
C 2.177 -13.887 12.033 -0.7 0.9 0.2 -0.040
C 2.398 -11.440 12.428 0.5 1.4 1.0 -0.298
N 2.155 -10.359 13.199 -0.3 -1.4 -0.2 0.040
C 2.383 -9.011 12.688 1.9 0.5 -2.1 -0.231
C 2.330 -7.834 13.672 0.2 1.4 -1.0 -0.209
N 1.374 -7.984 14.724 -1.0 -1.2 1.2 -0.223
C -0.005 -8.301 14.220 1.3 0.4 0.7 -0.153
C -0.864 -8.889 15.330 0.5 0.5 -0.5 -0.211
N -0.354 -10.262 15.556 -1.5 -0.7 0.0 0.002
C -1.409 -11.018 15.974 2.1 1.2 -1.1 -0.375
N -2.167 -10.542 16.999 0.7 -0.5 -0.5 -0.141
C -3.552 -10.847 17.002 -2.6 0.1 0.3 -0.081
C -1.641 -9.606 18.010 -1.8 0.0 1.2 -0.033
N -1.767 -12.160 15.295 0.4 0.1 1.4 -0.132
C -2.215 -13.302 16.102 -0.7 -0.8 0.4 -0.059
C -1.516 -12.389 13.864 -0.2 -1.2 0.2 -0.025
C 1.411 -6.879 15.702 -0.1 -0.1 0.5 -0.130
C 1.777 -7.282 17.175 0.3 -0.2 -0.4 -0.183
N 1.897 -8.722 17.444 1.0 -0.3 0.9 0.048
C 2.209 -9.017 18.708 -0.7 -0.8 -0.6 -0.341
N 2.399 -10.336 19.093 -0.8 1.3 -1.0 -0.120
C 2.996 -10.820 20.330 1.2 -0.1 -1.5 -0.031
C 1.991 -11.342 18.138 1.2 -0.7 -0.1 -0.067
N 2.209 -8.069 19.729 0.9 1.0 0.7 -0.187
C 1.308 -8.183 20.852 -0.5 -0.8 0.4 -0.071
C 3.309 -7.096 19.865 -0.3 -0.8 0.0 -0.043
N 2.844 -11.333 11.103 0.0 -0.1 1.3 -0.173
C 4.155 -11.915 10.735 0.1 0.4 -0.7 -0.045
C 2.271 -10.455 10.090 0.4 0.8 -0.2 -0.071
H 3.305 -13.816 14.434 -0.5 0.5 0.1 0.114
H 1.613 -13.401 14.815 0.1 0.1 0.0 0.086
H 2.932 -12.161 14.903 0.1 -0.1 -0.2 0.017
H 1.577 -14.689 12.502 0.4 0.5 0.0 0.096
H 3.128 -14.266 11.690 0.3 -0.3 0.1 0.072
H 1.617 -13.527 11.158 0.2 -0.2 0.2 0.095
H 1.685 -8.698 11.878 0.3 -0.6 0.5 0.091
H 3.441 -8.895 12.189 -1.7 -0.4 0.7 0.158
H 2.041 -6.903 13.080 0.5 -0.9 0.2 0.148
H 3.314 -7.580 14.092 -0.2 -0.4 0.1 0.120
H 0.130 -9.043 13.454 -0.2 -0.5 -0.2 0.091
H -0.405 -7.436 13.724 -0.5 0.7 0.0 0.126
H -1.888 -8.896 14.920 0.1 -0.1 0.3 0.136
H -0.873 -8.246 16.237 0.1 -0.1 -0.7 0.094
H -3.925 -11.057 15.974 0.3 0.4 0.7 0.111
H -4.153 -10.015 17.448 0.6 -0.3 -0.6 0.106
H -3.887 -11.701 17.606 0.5 -0.1 0.1 0.086
H -0.658 -9.226 17.743 -0.1 -0.3 0.3 0.045
H -1.656 -10.136 19.009 0.3 0.6 -1.0 0.110
H -2.396 -8.742 18.136 1.3 -1.2 -0.4 0.124
H -1.923 -13.188 17.176 -0.1 0.1 -1.0 0.104
H -1.784 -14.293 15.773 -0.4 1.2 0.0 0.107
H -3.329 -13.360 16.078 0.7 -0.3 0.0 0.087
H -0.725 -13.165 13.733 -0.4 0.7 0.0 0.085
H -1.271 -11.478 13.346 0.4 0.3 0.1 0.076
H -2.433 -12.793 13.371 0.5 0.2 0.6 0.102
H 0.433 -6.368 15.756 0.4 -0.2 -0.4 0.123
H 2.182 -6.145 15.379 -0.7 -0.4 0.1 0.127
H 1.060 -6.852 17.877 0.0 0.3 -0.1 0.117
H 2.753 -6.809 17.318 -0.1 0.0 0.4 0.096
H 3.704 -10.088 20.694 0.0 0.2 0.3 0.090
H 3.602 -11.696 19.993 -0.4 0.5 0.7 0.103
H 2.283 -11.102 21.082 -0.4 -0.1 0.4 0.081
H 1.253 -10.898 17.524 -1.2 0.3 -0.5 0.018
H 1.525 -12.162 18.681 0.1 -0.3 -0.1 0.103
H 2.812 -11.659 17.426 -0.5 0.1 1.1 0.092
H 0.467 -8.780 20.499 0.0 -0.3 0.3 0.082
H 0.843 -7.249 21.166 0.3 0.5 -0.4 0.087
H 1.708 -8.602 21.806 0.1 -0.1 -0.8 0.093
H 4.087 -7.428 19.196 0.3 0.3 -0.5 0.076
H 3.777 -7.168 20.862 -0.5 0.2 -0.2 0.096
H 2.984 -6.071 19.643 0.2 -0.2 0.1 0.090
H 4.711 -11.157 10.093 -0.7 -1.0 0.8 0.110
H 4.010 -12.840 10.176 0.1 0.1 -0.4 0.072
H 4.811 -12.197 11.571 -0.5 0.5 0.1 0.087
H 1.402 -9.792 10.374 1.1 -1.1 0.0 0.097
H 1.965 -11.082 9.261 -0.3 -0.1 -0.3 0.081
H 3.107 -9.824 9.701 -0.8 -0.1 0.2 0.093
C 6.185 -11.556 17.334 -0.9 -0.1 0.5 -0.173
Si 5.417 -10.537 15.912 0.5 0.1 1.2 0.260
C 6.200 -11.178 14.355 -2.7 -0.6 0.1 -0.163
C 5.797 -8.679 16.313 -0.5 -0.4 0.4 -0.153
O 3.843 -10.834 15.806 -1.4 1.0 -0.1 -0.460
H 7.161 -11.164 17.629 0.1 -0.2 -0.1 0.022
H 6.230 -12.638 17.099 0.3 0.5 -0.1 0.030
H 5.551 -11.517 18.255 0.3 0.2 -0.6 0.013
H 7.238 -11.222 14.359 1.9 -0.2 -0.1 0.001
H 5.829 -10.513 13.574 0.1 -0.2 -0.4 0.018
H 5.707 -12.203 14.266 0.8 1.2 -0.2 0.054
H 4.950 -8.060 16.019 -0.2 0.1 -0.3 -0.012
H 6.681 -8.236 15.861 0.2 -0.1 0.0 0.020
H 5.838 -8.525 17.411 0.2 -0.2 -0.4 0.020
```
Forces are in eV/Å.

Properties
* total charge: +1
* LUMO: -1.73 eV

The following is a DFT calculation (wB97M-V/def2-TZVPD) of a 2-piece molecular cluster, C2H4N2O3 overall in a non-equilibrium geometry.

Structure (XYZ):
```
11
Properties=species:S:1:pos:R:3:forces:R:3:lowdin_charge:R:1
N -1.006 0.055 -0.192 -0.5 1.0 1.7 0.022
C -0.348 0.334 1.342 2.8 -0.6 0.2 -0.591
C 1.571 -0.841 -0.946 0.1 -0.4 0.9 -0.067
O 0.467 -0.564 1.599 -2.3 1.4 -0.1 0.006
O -1.652 1.213 -0.628 1.0 -1.4 -0.2 0.009
N 0.377 -1.191 -0.898 -0.3 0.6 -1.7 0.152
O -0.623 1.462 1.716 -0.5 -0.8 -0.5 0.048
H -1.395 1.850 0.084 0.2 -0.1 0.1 0.097
H -1.691 -0.695 -0.236 0.1 -0.1 -0.2 0.134
H 2.213 -1.371 -1.665 -0.2 -0.2 0.2 0.094
H 2.085 -0.253 -0.177 -0.3 0.6 -0.4 0.095
```
Forces are in eV/Å.

Properties
* LUMO (spin up / spin down): -1.32 / -1.90 eV

The following is a DFT calculation (wB97M-V/def2-TZVPD) of C5H8O as an isolated structure in a non-equilibrium geometry.

Structure (XYZ):
```
14
Properties=species:S:1:pos:R:3:forces:R:3:lowdin_charge:R:1
C -0.778 1.289 0.738 0.3 0.1 -0.2 -0.075
C 0.053 0.042 0.427 0.9 0.6 -2.3 -0.209
C 1.637 -0.094 -0.031 -1.0 0.1 1.3 -0.027
C 0.716 -0.507 -1.047 -0.8 0.7 0.1 -0.257
O 0.120 -1.755 -0.855 -0.1 -0.3 -0.4 -0.070
C -0.821 -1.156 0.028 0.0 -0.4 0.3 -0.193
H -0.185 2.138 1.076 0.1 0.0 -0.2 0.065
H -1.531 1.129 1.538 0.6 -0.4 -0.3 0.082
H -1.368 1.581 -0.143 0.2 0.1 0.1 0.072
H 2.204 0.802 -0.366 -0.9 -0.2 0.8 0.123
H 2.243 -0.783 0.541 0.1 -0.3 -0.2 0.095
H 0.618 -0.069 -2.039 0.1 0.0 0.2 0.150
H -1.262 -1.867 0.735 0.3 0.0 0.3 0.117
H -1.646 -0.751 -0.602 0.2 -0.2 0.5 0.125
```
Forces are in eV/Å.

Properties
* LUMO: 1.06 eV

The following is a DFT calculation (wB97M-V/def2-TZVPD) of a 2-piece molecular cluster, C5H13N2 overall in a non-equilibrium geometry.

Structure (XYZ):
```
20
Properties=species:S:1:pos:R:3:forces:R:3:lowdin_charge:R:1
C 0.675 0.890 -1.171 -1.4 -0.2 -0.1 -0.077
C 1.425 -0.420 -1.035 1.0 -0.2 0.3 -0.041
C 0.230 0.743 0.269 -0.5 -1.9 -1.8 -0.284
C -2.517 0.546 -0.686 0.1 -1.8 -1.1 0.089
C 0.888 -1.596 1.263 1.1 -1.7 0.8 0.009
N -0.056 1.668 1.158 0.1 0.5 1.7 0.164
N 1.166 -0.425 0.470 0.8 0.1 -0.3 -0.071
H 1.168 1.823 -1.422 0.7 -0.1 0.0 0.130
H -0.152 0.768 -1.870 0.0 0.3 0.0 0.101
H 1.175 -1.312 -1.581 -1.5 -0.3 0.1 0.136
H 2.468 -0.451 -1.257 1.1 0.7 0.4 0.124
H -2.070 1.478 -0.933 0.1 0.4 -0.3 -0.022
H -3.041 0.443 0.231 -0.4 0.0 0.6 -0.017
H -2.634 -0.286 -1.444 0.2 1.3 1.0 0.035
H 0.063 -2.060 0.852 -2.1 -1.0 -0.4 0.078
H 1.709 -2.367 1.215 -0.5 1.1 -0.2 0.137
H 0.787 -1.324 2.316 -0.3 0.1 -0.2 0.118
H -0.041 2.561 0.767 0.1 1.8 -0.5 0.097
H -0.763 1.632 1.882 0.1 -0.7 -0.1 0.130
H 2.013 -0.178 0.930 1.3 1.5 0.1 0.164
```
Forces are in eV/Å.

Properties
* total charge: +1
* LUMO (spin up / spin down): -4.00 / -3.13 eV

The following is a DFT calculation (wB97M-V/def2-TZVPD) of the molecule C3H3F6OP in a non-equilibrium geometry.

Structure (XYZ):
```
14
Properties=species:S:1:pos:R:3:forces:R:3:lowdin_charge:R:1
C 0.584 -0.013 1.745 1.1 -0.8 -0.2 -0.136
C 0.646 -1.144 -1.254 0.4 0.7 -0.5 -0.646
C -1.339 0.873 -0.343 0.5 -0.9 1.1 -0.625
O 1.127 1.569 -0.711 1.4 -0.2 0.0 -0.288
F 0.143 -2.270 -0.782 -0.2 -0.3 0.3 0.141
F -0.122 -0.721 -2.285 0.6 -0.8 -0.3 0.095
F 1.889 -1.408 -1.715 -0.8 0.4 0.4 0.120
F -1.857 0.815 -1.555 -0.5 -0.2 0.4 0.145
F -2.132 0.173 0.576 0.4 1.2 -1.3 0.053
F -1.240 2.168 -0.015 -1.1 -0.1 0.5 0.107
P 0.491 0.386 -0.135 -0.8 0.0 1.6 0.855
H -0.199 0.532 2.305 0.6 0.1 -0.5 0.051
H 0.381 -1.087 1.963 -0.1 0.6 -0.6 0.051
H 1.629 0.128 2.206 -1.6 0.3 -1.0 0.079
```
Forces are in eV/Å.

Properties
* LUMO: 0.52 eV